[1]
A molecular structure, H10LiO5, computed with ωB97M-V with the def2-TZVPD basis set.

Geometry as XYZ:
```
16
Properties=species:S:1:pos:R:3:lowdin_charge:R:1
O -1.222 -1.627 -0.719 -0.13
O 1.955 0.402 1.008 -0.05
O -1.149 -0.159 1.770 -0.12
O 1.173 -0.585 -1.750 -0.10
O -0.554 1.654 -0.620 -0.03
Li 0.116 -0.152 0.198 0.73
H 0.674 -0.422 -2.546 0.04
H -1.502 -2.108 -1.592 0.13
H 2.530 -0.135 1.560 0.08
H -1.497 -0.768 2.490 0.11
H 1.992 -0.011 -1.792 0.09
H -0.963 0.611 2.351 0.08
H -0.710 2.287 0.078 0.07
H 2.513 1.149 1.031 0.04
H -1.255 1.479 -1.156 0.01
H -2.100 -1.615 -0.313 0.05
```

energy relative to the best compared isomer or geometry (same formula, charge and spin) = 16.2 kcal/mol
HOMO = -15.363 eV
net charge = +1
max |F| = 4.79 eV/A

=====

[2]
10 unconnected molecules or ions with the total composition C72H156N8O10, computed with ωB97M-V with the def2-TZVPD basis set.

Geometry as XYZ:
```
246
Properties=species:S:1:pos:R:3:lowdin_charge:R:1
O -18.482 20.003 -7.054 0.00
O -5.346 22.321 -16.850 0.01
O -14.469 20.103 -19.391 -0.01
O -10.019 13.611 -8.490 0.00
O -10.901 19.530 -8.889 -0.03
O -15.153 18.539 -10.565 0.00
O -14.712 24.701 -15.336 -0.01
O -12.146 20.489 -11.355 -0.04
O -11.911 18.301 -13.102 -0.06
O -14.794 27.903 -7.115 0.00
N -11.201 14.005 -8.124 -0.19
N -10.153 20.699 -9.203 -0.11
N -17.477 19.858 -6.081 -0.16
N -14.280 25.121 -14.138 -0.14
N -14.199 27.080 -6.188 -0.12
N -13.751 18.952 -19.133 -0.13
N -15.923 18.086 -11.577 -0.14
N -6.660 22.191 -16.863 -0.17
C -7.355 22.089 -15.545 -0.50
C -13.455 15.103 -6.414 -0.17
C -15.098 18.412 -17.094 0.00
C -13.116 16.683 -19.938 -0.18
C -14.325 27.526 -4.688 -0.43
C -10.456 21.455 -6.923 -0.03
C -12.961 16.257 -18.513 -0.19
C -12.867 15.930 -7.568 -0.14
C -14.352 25.625 -6.373 -0.49
C -13.537 24.794 -5.366 -0.16
C -8.807 21.643 -15.684 -0.09
C -10.736 12.962 -5.795 -0.01
C -15.351 19.153 -4.170 -0.18
C -18.109 17.581 -10.246 -0.04
C -13.811 25.157 -3.969 -0.21
C -12.641 23.128 -14.070 -0.01
C -16.914 17.111 -11.111 -0.43
C -11.957 25.459 -15.006 -0.01
C -13.738 25.303 -7.688 -0.08
C -15.078 19.967 -5.468 -0.10
C -13.420 26.599 -3.790 -0.15
C -8.766 21.883 -18.173 -0.19
C -9.518 22.252 -16.985 -0.19
C -7.437 23.967 -18.478 -0.04
C -11.293 16.085 -9.410 -0.05
C -13.376 24.926 -11.292 -0.17
C -11.362 15.534 -7.960 -0.39
C -15.698 20.464 -7.912 -0.02
C -16.272 19.054 -12.656 -0.45
C -7.412 23.502 -15.025 -0.04
C -8.105 19.643 -8.517 -0.03
C -10.609 21.857 -8.369 -0.46
C -6.584 21.702 -19.350 -0.01
C -16.138 16.019 -10.272 -0.02
C -13.540 28.894 -4.632 -0.03
C -9.770 23.220 -8.664 -0.09
C -13.634 18.633 -17.712 -0.46
C -17.887 19.493 -4.709 -0.43
C -15.711 23.484 -12.816 -0.05
C -8.281 22.858 -8.798 -0.17
C -16.027 18.171 -7.036 -0.05
C -10.382 16.304 -6.995 -0.01
C -11.969 11.735 -7.714 -0.05
C -12.456 25.048 -12.483 -0.16
C -17.616 16.326 -12.316 -0.15
C -13.231 13.626 -6.779 -0.14
C -14.996 19.617 -13.298 -0.04
C -16.104 19.612 -6.647 -0.44
C -14.026 17.877 -20.171 -0.47
C -15.311 24.927 -13.052 -0.46
C -13.571 18.423 -21.566 -0.04
C -8.759 19.552 -10.909 0.01
C -14.729 25.570 -11.758 -0.12
C -7.311 22.453 -18.177 -0.44
C -11.730 13.181 -7.020 -0.41
C -15.450 17.398 -20.265 -0.04
C -6.603 21.073 -14.607 0.00
C -16.693 19.609 -3.714 -0.18
C -15.821 25.078 -6.475 -0.01
C -18.341 17.986 -4.744 -0.03
C -19.058 20.483 -4.273 -0.02
C -17.033 18.268 -13.797 -0.10
C -7.969 21.717 -9.841 -0.11
C -12.070 22.199 -8.668 -0.03
C -12.876 24.670 -13.930 -0.42
C -8.784 20.464 -9.628 -0.49
C -12.669 17.372 -17.542 -0.10
C -16.620 25.755 -13.350 -0.02
C -17.149 20.258 -12.215 -0.02
C -18.176 17.281 -13.332 -0.18
C -13.011 19.785 -16.959 -0.06
C -15.709 27.688 -4.184 -0.04
H -14.115 19.606 -5.829 0.11
H -7.703 24.210 -19.507 0.08
H -18.961 18.115 -10.666 0.07
H -13.692 29.488 -5.533 0.07
H -13.471 20.770 -16.881 0.08
H -10.661 22.273 -6.233 0.09
H -13.108 25.353 -10.326 0.09
H -15.814 27.194 -3.218 0.09
H -7.155 20.800 -13.707 0.06
H -13.949 15.863 -18.273 0.10
H -5.193 23.253 -16.681 0.10
H -15.471 17.499 -17.560 0.06
H -16.607 25.289 -5.750 0.06
H -8.472 20.196 -11.740 0.06
H -11.610 22.961 -14.381 0.07
H -14.260 19.217 -21.855 0.08
H -12.657 25.425 -7.764 0.09
H -10.481 21.742 -17.026 0.09
H -15.578 25.482 -11.081 0.11
H -16.515 26.443 -14.188 0.08
H -16.200 16.128 -9.189 0.06
H -8.163 22.172 -10.813 0.11
H -14.014 24.303 -8.023 0.08
H -8.958 20.814 -18.268 0.12
H -12.378 26.422 -15.294 0.08
H -7.004 20.696 -19.356 0.07
H -5.499 21.679 -19.246 0.07
H -15.931 23.030 -13.783 0.08
H -10.712 17.338 -7.092 0.06
H -7.208 19.230 -8.979 0.09
H -18.651 20.910 -6.786 0.09
H -12.221 15.466 -18.393 0.12
H -12.475 24.912 -5.581 0.12
H -12.975 19.623 -15.881 0.07
H -15.710 17.599 -6.164 0.06
H -13.765 23.735 -5.482 0.12
H -12.543 18.783 -21.591 0.08
H -8.079 18.708 -10.796 0.08
H -11.714 20.389 -10.507 0.00
H -16.762 15.143 -10.450 0.07
H -16.288 17.823 -14.457 0.09
H -9.183 22.349 -19.066 0.12
H -13.838 20.776 -19.125 0.10
H -16.348 20.307 -8.773 0.06
H -19.286 20.332 -3.218 0.08
H -14.381 25.329 -15.982 0.10
H -10.612 19.161 -8.052 0.05
H -7.978 24.673 -17.848 0.07
H -6.271 20.205 -15.177 0.09
H -17.448 19.023 -14.465 0.11
H -11.953 19.919 -17.186 0.07
H -17.423 20.942 -13.018 0.08
H -18.907 21.556 -4.391 0.08
H -11.662 17.763 -17.688 0.12
H -16.588 20.609 -3.294 0.11
H -13.639 26.892 -2.763 0.12
H -13.466 15.920 -8.479 0.10
H -6.893 21.548 -9.868 0.13
H -11.585 24.504 -12.117 0.11
H -14.815 18.219 -16.059 0.05
H -19.902 20.240 -4.918 0.07
H -12.941 16.980 -7.285 0.10
H -7.757 22.850 -7.842 0.11
H -10.462 15.969 -5.961 0.06
H -15.116 15.987 -10.649 0.08
H -15.094 21.030 -5.227 0.11
H -11.062 12.359 -4.947 0.08
H -15.756 17.075 -21.260 0.09
H -12.193 16.650 -20.516 0.11
H -14.045 29.364 -3.789 0.07
H -14.460 26.597 -12.005 0.12
H -14.475 15.338 -6.108 0.10
H -17.825 18.257 -9.439 0.06
H -12.898 16.966 -16.557 0.12
H -7.936 24.059 -15.802 0.07
H -14.155 25.898 -8.501 0.07
H -16.409 27.117 -4.794 0.07
H -12.629 17.856 -12.653 0.01
H -12.764 22.575 -13.139 0.05
H -15.270 20.311 -14.093 0.09
H -14.880 25.130 -3.757 0.11
H -18.945 17.722 -5.612 0.08
H -12.002 26.037 -12.541 0.11
H -13.458 23.861 -11.077 0.08
H -11.759 19.093 -12.587 -0.02
H -13.638 13.023 -5.968 0.11
H -10.120 23.555 -9.640 0.10
H -16.683 20.788 -11.384 0.07
H -8.688 18.913 -7.957 0.08
H -10.936 25.552 -14.635 0.08
H -18.093 19.871 -11.832 0.07
H -12.342 26.658 -3.936 0.12
H -15.876 19.129 -17.355 0.08
H -16.141 28.686 -4.103 0.09
H -18.618 16.719 -9.815 0.09
H -16.980 17.764 -7.374 0.08
H -11.832 15.506 -10.161 0.09
H -12.048 24.870 -15.918 0.06
H -7.875 23.768 -9.240 0.10
H -16.278 25.542 -7.349 0.08
H -11.139 20.663 -6.618 0.08
H -12.605 11.678 -8.597 0.08
H -9.764 23.308 -17.101 0.10
H -8.840 20.556 -15.765 0.12
H -15.487 18.098 -4.405 0.09
H -6.803 22.116 -20.334 0.08
H -18.963 17.928 -12.946 0.10
H -12.878 15.248 -5.501 0.10
H -9.415 21.188 -6.738 0.08
H -16.249 18.077 -19.968 0.08
H -12.411 22.793 -7.819 0.07
H -15.378 17.987 -7.892 0.07
H -13.260 24.594 -3.216 0.12
H -18.608 16.647 -14.107 0.11
H -13.673 17.600 -22.274 0.08
H -13.201 22.619 -14.856 0.07
H -17.657 17.149 -4.607 0.07
H -10.046 23.971 -7.924 0.12
H -17.289 25.098 -13.906 0.07
H -15.843 21.522 -7.693 0.06
H -13.426 15.843 -20.560 0.12
H -13.802 13.330 -7.659 0.11
H -14.646 20.364 -8.180 0.06
H -12.779 21.392 -8.853 0.07
H -10.263 13.118 -9.277 0.12
H -14.042 28.325 -7.537 0.11
H -5.839 21.746 -14.219 0.07
H -14.286 18.896 -13.703 0.06
H -16.616 23.150 -12.309 0.08
H -17.010 19.238 -2.739 0.12
H -10.248 16.139 -9.714 0.08
H -9.370 16.031 -7.296 0.08
H -11.671 17.095 -9.565 0.06
H -18.501 15.707 -12.173 0.12
H -14.507 19.365 -3.514 0.12
H -9.298 21.891 -14.743 0.10
H -18.997 17.866 -3.881 0.07
H -14.313 18.601 -11.025 0.09
H -14.350 20.125 -12.581 0.06
H -6.398 24.258 -18.323 0.08
H -10.573 13.930 -5.322 0.05
H -12.231 10.945 -7.010 0.07
H -17.158 26.122 -12.476 0.08
H -16.837 15.779 -12.848 0.12
H -7.728 20.400 -7.829 0.07
H -12.066 22.762 -9.601 0.06
H -6.488 23.994 -14.720 0.08
H -9.753 12.662 -6.160 0.07
H -9.719 19.201 -11.287 0.06
H -7.925 23.505 -14.064 0.08
H -10.982 11.364 -7.993 0.06
H -15.755 23.991 -6.524 0.07
H -12.481 28.816 -4.384 0.07
H -15.595 16.536 -19.613 0.07
H -12.123 21.431 -11.526 0.03
H -15.025 22.793 -12.327 0.07
```

HOMO = -7.605 eV
SMILES = CC1(C)CCCC(C)(C)N1O.CC1(C)CCCC(C)(C)N1O.CC1(C)CCCC(C)(C)N1O.CC1(C)CCCC(C)(C)N1O.CC1(C)CCCC(C)(C)N1O.CC1(C)CCCC(C)(C)N1O.CC1(C)CCCC(C)(C)N1O.CC1(C)CCCC(C)(C)N1O.O.O
max |F| = 7.44 eV/A

=====

Record order is preserved below.
Calculated total energy: -10601.2978, -109572.0141 eV
Record order is preserved below.
Lowest unoccupied orbital energy: -3.34, 0.32 eV
Record order is preserved below.
Gap between HOMO and LUMO: 0.4417, 0.2913 hartree